Below is C54H69CaN2O8P2SSi as an isolated structure, with properties calculated with the ωB97M-V functional and the def2-TZVPD basis.

Values from the calculation:
energy = -132215.8487 eV
net charge = +1
HOMO-LUMO gap = 7.32 eV
max |F| = 0.0108 hartree/bohr
ΔE to the lowest compared entry with this formula, charge and spin = 60.7 kJ/mol

Each line ends with the Löwdin charge.
Element x y z (Å)
Ca (-0.68237, 1.78107, -0.05204)  1.267
O (1.27776, 0.48267, 0.11427)  -0.417
P (2.25423, -0.55163, 0.58111)  0.763
C (2.42557, -1.92128, -0.60306)  -0.292
P (1.18300, -3.25681, -0.46076)  0.714
O (-0.17995, -2.79119, -0.11026)  -0.301
C (1.84580, -4.39945, 0.76446)  -0.279
C (0.98908, -4.79785, 1.78422)  -0.071
C (1.43428, -5.68618, 2.75339)  -0.070
C (2.73339, -6.16814, 2.70989)  -0.071
C (3.59236, -5.77378, 1.68966)  -0.071
C (3.14704, -4.89640, 0.71523)  -0.083
C (1.25031, -4.08748, -2.05769)  -0.279
C (2.40352, -4.17772, -2.83384)  -0.084
C (2.37809, -4.85598, -4.04322)  -0.070
C (1.20065, -5.44595, -4.48158)  -0.068
C (0.04829, -5.35849, -3.71260)  -0.067
C (0.07119, -4.68128, -2.50310)  -0.077
C (3.93033, 0.12748, 0.69940)  -0.266
C (4.69055, 0.25266, -0.46382)  -0.076
C (5.97027, 0.78409, -0.41536)  -0.074
C (6.50167, 1.20409, 0.79760)  -0.075
C (5.74247, 1.10915, 1.95658)  -0.080
C (4.46056, 0.57690, 1.90709)  -0.091
C (1.85294, -1.25540, 2.17942)  -0.290
C (0.54422, -1.14151, 2.64027)  -0.062
C (0.19562, -1.69331, 3.86491)  -0.056
C (1.14527, -2.36588, 4.61995)  -0.064
C (2.44455, -2.50885, 4.14771)  -0.069
C (2.79803, -1.96061, 2.92695)  -0.092
H (3.42495, -2.35052, -0.49832)  0.068
H (2.34952, -1.47929, -1.60087)  0.081
H (-0.01794, -4.40053, 1.80973)  0.109
H (0.76528, -5.99820, 3.54487)  0.111
H (3.07939, -6.86004, 3.46685)  0.109
H (4.60205, -6.16071, 1.64952)  0.108
H (3.81783, -4.61726, -0.09071)  0.101
H (3.32956, -3.71804, -2.50806)  0.099
H (3.27512, -4.92250, -4.64440)  0.109
H (1.18095, -5.97370, -5.42594)  0.110
H (-0.86878, -5.81890, -4.05593)  0.109
H (-0.82413, -4.59963, -1.89824)  0.108
H (4.28857, -0.06178, -1.41974)  0.112
H (6.55414, 0.86410, -1.32299)  0.114
H (7.50670, 1.60373, 0.83853)  0.113
H (6.15558, 1.43065, 2.90445)  0.112
H (3.88043, 0.49638, 2.81782)  0.108
H (-0.20674, -0.65979, 2.02660)  0.082
H (-0.82158, -1.60185, 4.22302)  0.112
H (0.87136, -2.79286, 5.57624)  0.111
H (3.17883, -3.05236, 4.72724)  0.113
H (3.81126, -2.08349, 2.56191)  0.115
C (-3.21144, -1.85734, -2.58421)  -0.025
N (-2.18987, -1.18933, -1.80283)  -0.154
C (-0.98008, -0.80938, -2.50393)  -0.051
C (-2.39059, -0.88908, -0.53095)  -0.306
O (-1.63245, -0.21303, 0.17869)  -0.209
H (-3.58709, -1.18770, -3.36022)  0.099
H (-4.03781, -2.14842, -1.93919)  0.088
H (-2.79573, -2.74980, -3.05515)  0.088
H (-0.60926, -1.67596, -3.05550)  0.091
H (-0.22608, -0.51701, -1.77634)  0.060
H (-1.18112, 0.01228, -3.19253)  0.060
H (-3.32562, -1.28751, -0.12103)  0.156
C (-5.90950, 2.22910, -2.77986)  -0.033
C (-6.13175, 1.79377, -1.33692)  -0.636
C (-6.62153, 0.35403, -1.28232)  -0.024
C (-7.11690, 2.71743, -0.63327)  -0.022
O (-4.88814, 1.80636, -0.61605)  -0.159
Si (-3.61321, 2.83140, -0.69892)  -0.171
S (-2.21836, 2.44712, -2.16045)  0.354
O (-4.26034, 4.33299, -0.68958)  -0.152
C (-3.69745, 5.62698, -0.95902)  -0.639
C (-4.60996, 6.62506, -0.26038)  -0.023
C (-3.70575, 5.85790, -2.46444)  -0.031
C (-2.27897, 5.72707, -0.40525)  -0.042
O (-2.80389, 2.53812, 0.76181)  -0.305
C (-3.35265, 2.36266, 2.09712)  -0.612
C (-2.17117, 2.58593, 3.02585)  -0.020
C (-4.43990, 3.39052, 2.36870)  -0.010
C (-3.89302, 0.94676, 2.25419)  -0.016
H (-6.84202, 2.16966, -3.34343)  0.094
H (-5.16455, 1.59195, -3.25883)  0.076
H (-5.55032, 3.25943, -2.82239)  0.074
H (-7.59334, 0.25512, -1.76770)  0.091
H (-6.71790, 0.02900, -0.24487)  0.086
H (-5.91255, -0.30272, -1.79010)  0.071
H (-8.08342, 2.69657, -1.13971)  0.092
H (-6.74340, 3.74090, -0.62630)  0.078
H (-7.26623, 2.39195, 0.39857)  0.087
H (-5.63951, 6.47973, -0.58894)  0.089
H (-4.31192, 7.64787, -0.49698)  0.090
H (-4.57309, 6.49427, 0.82254)  0.081
H (-4.72902, 5.82340, -2.84216)  0.089
H (-3.11968, 5.08867, -2.96734)  0.053
H (-3.28520, 6.83710, -2.70261)  0.090
H (-2.25287, 5.44297, 0.64879)  0.079
H (-1.92957, 6.75905, -0.48620)  0.087
H (-1.59215, 5.07938, -0.95592)  0.054
H (-1.79118, 3.60235, 2.92903)  0.069
H (-1.35743, 1.88502, 2.79946)  0.079
H (-2.45595, 2.41346, 4.06525)  0.101
H (-4.06795, 4.40257, 2.20977)  0.082
H (-4.76811, 3.30121, 3.40584)  0.097
H (-5.30153, 3.23640, 1.71920)  0.079
H (-3.08961, 0.21658, 2.14704)  0.071
H (-4.64859, 0.74968, 1.49666)  0.077
H (-4.34493, 0.83306, 3.24134)  0.095
C (1.63236, 7.15616, -0.33643)  -0.036
O (2.22421, 6.08543, 0.38907)  -0.070
C (1.58472, 5.62542, 1.47920)  -0.229
C (0.48445, 6.23996, 2.06903)  -0.002
C (-0.03295, 5.74980, 3.25872)  -0.076
C (0.52432, 4.63897, 3.87172)  -0.098
C (1.59079, 3.99629, 3.26501)  -0.016
C (2.10852, 4.46983, 2.07080)  -0.164
N (3.26592, 3.82489, 1.55217)  0.149
C (3.69545, 3.58009, 0.32333)  -0.001
C (3.08013, 3.63636, -0.92513)  -0.137
C (3.96004, 3.67743, -2.04992)  -0.043
C (3.48906, 3.83110, -3.31390)  -0.085
C (2.08559, 3.92699, -3.50920)  -0.051
C (1.20401, 3.83232, -2.47513)  -0.012
C (1.65716, 3.62954, -1.13072)  -0.363
O (0.84124, 3.39335, -0.18860)  -0.199
H (2.26853, 7.31284, -1.20258)  0.101
H (1.60103, 8.06867, 0.26196)  0.100
H (0.62692, 6.88627, -0.66398)  0.089
H (0.04327, 7.11552, 1.61596)  0.110
H (-0.87662, 6.25452, 3.71213)  0.115
H (0.12255, 4.26296, 4.80242)  0.110
H (2.02494, 3.10915, 3.71272)  0.117
H (3.93976, 3.59313, 2.26731)  0.151
H (4.74127, 3.28841, 0.31632)  0.125
H (5.02808, 3.62715, -1.86644)  0.114
H (4.16361, 3.89359, -4.15593)  0.102
H (1.70160, 4.06202, -4.51360)  0.113
H (0.13383, 3.87123, -2.63929)  0.060

Cartesian forces, eV/Å:
Ca 0.1927 0.2013 0.2232
O -0.0760 -0.1508 0.0367
P 0.0518 0.0975 0.0086
C 0.0151 0.0301 -0.0409
P -0.0311 0.0184 0.0418
O -0.0096 0.0244 -0.0283
C 0.0449 0.0186 0.0024
C -0.0229 0.0086 0.0125
C 0.0005 0.0153 0.0166
C 0.0113 -0.0002 -0.0083
C -0.0217 -0.0082 0.0106
C 0.0192 -0.0037 -0.0160
C 0.0182 -0.0106 0.0010
C 0.0246 -0.0020 -0.0273
C -0.0179 -0.0057 0.0102
C -0.0027 0.0027 -0.0017
C 0.0080 -0.0048 -0.0070
C -0.0212 0.0132 -0.0027
C 0.0166 -0.0334 -0.0326
C 0.0182 0.0132 0.0066
C -0.0039 0.0159 0.0053
C -0.0072 0.0179 -0.0151
C -0.0168 -0.0063 -0.0016
C 0.0001 0.0130 0.0202
C 0.0060 -0.0353 -0.0062
C -0.0244 0.0154 0.0091
C 0.0081 0.0000 0.0000
C -0.0001 -0.0181 0.0036
C -0.0182 -0.0184 -0.0140
C 0.0139 0.0114 0.0043
H -0.0055 0.0008 0.0062
H -0.0199 -0.0227 -0.0083
H 0.0018 0.0036 0.0012
H 0.0051 -0.0017 0.0002
H 0.0001 0.0017 -0.0018
H -0.0002 0.0014 0.0008
H -0.0113 0.0069 0.0050
H -0.0046 -0.0001 0.0025
H -0.0008 0.0016 0.0006
H 0.0030 0.0006 0.0013
H 0.0017 -0.0010 -0.0020
H 0.0079 0.0073 0.0043
H -0.0046 -0.0047 0.0078
H 0.0004 0.0043 0.0045
H -0.0010 -0.0041 0.0052
H 0.0023 0.0011 -0.0024
H -0.0135 -0.0137 0.0068
H 0.0083 -0.0071 -0.0217
H 0.0027 -0.0067 0.0046
H 0.0007 0.0024 -0.0027
H -0.0022 -0.0017 0.0006
H -0.0060 0.0130 -0.0089
C 0.0165 -0.0116 0.0172
N -0.0510 -0.0218 0.0244
C 0.0374 -0.0598 -0.0194
C -0.0506 0.0571 0.0710
O -0.2023 -0.5065 -0.1048
H 0.0006 -0.0035 -0.0025
H -0.0067 0.0028 -0.0037
H -0.0025 -0.0029 0.0006
H -0.0031 -0.0093 -0.0035
H 0.0122 0.0193 0.0018
H 0.0147 -0.0079 0.0244
H 0.0039 0.0120 0.0093
C 0.0142 0.0194 -0.0275
C 0.0358 0.0248 -0.0580
C 0.0010 -0.0250 0.0009
C -0.0289 -0.0071 0.0399
O -0.0207 -0.0310 0.0509
Si -0.1076 -0.0901 0.0576
S -0.1225 0.0351 -0.1866
O 0.0065 0.0448 0.0518
C 0.0084 -0.0306 -0.0023
C -0.0070 0.0212 0.0052
C -0.0104 0.0119 -0.0094
C 0.0396 0.0334 0.0128
O 0.0013 0.0296 -0.1060
C 0.0772 -0.0001 -0.0647
C 0.0257 -0.0171 0.0709
C -0.0264 0.0216 0.0193
C -0.0025 -0.0099 -0.0252
H -0.0025 -0.0102 0.0119
H -0.0082 -0.0058 -0.0046
H -0.0171 -0.0116 0.0072
H 0.0035 0.0084 -0.0040
H -0.0031 0.0029 -0.0028
H 0.0081 0.0020 -0.0019
H 0.0035 0.0106 -0.0017
H 0.0155 0.0019 -0.0129
H 0.0038 -0.0001 -0.0091
H 0.0018 0.0048 -0.0057
H 0.0057 -0.0016 0.0066
H 0.0032 -0.0268 -0.0003
H 0.0004 -0.0039 -0.0028
H 0.0069 0.0018 0.0012
H -0.0051 -0.0037 0.0037
H -0.0306 -0.0114 0.0291
H 0.0152 0.0080 -0.0248
H -0.0212 0.0079 0.0207
H 0.0006 -0.0061 -0.0155
H -0.0224 -0.0143 0.0043
H -0.0042 0.0260 0.0019
H 0.0301 0.0204 -0.0191
H -0.0166 0.0014 -0.0082
H 0.0214 -0.0087 -0.0137
H -0.0042 0.0023 -0.0001
H -0.0268 -0.0005 -0.0028
H 0.0173 0.0058 0.0063
C 0.0026 -0.0092 -0.0083
O 0.0432 -0.0655 -0.1023
C -0.0304 -0.0656 0.0394
C 0.0100 -0.0117 0.0424
C -0.0090 0.0454 -0.0153
C 0.0245 -0.0680 0.0048
C -0.0677 0.0158 -0.0009
C 0.0339 0.0025 -0.0210
N 0.0135 0.0348 -0.0240
C -0.0381 -0.0095 -0.0152
C 0.0214 0.0022 0.0948
C 0.0289 0.0242 -0.0460
C 0.0178 -0.0062 0.0367
C -0.0355 -0.0067 0.0023
C 0.0310 0.0033 -0.0170
C -0.0511 0.0345 -0.0914
O 0.2213 0.4026 0.0704
H -0.0068 -0.0045 -0.0014
H -0.0030 -0.0047 0.0089
H -0.0273 0.0035 -0.0072
H 0.0104 -0.0044 -0.0051
H 0.0056 -0.0100 -0.0001
H 0.0060 0.0065 0.0023
H 0.0104 0.0060 0.0020
H -0.0059 -0.0028 0.0139
H 0.0250 0.0008 0.0039
H -0.0031 -0.0082 0.0020
H -0.0037 -0.0050 -0.0016
H 0.0110 0.0061 -0.0007
H -0.0024 -0.0051 0.0120